{
  "formula": "C28H52BrEuN10O2",
  "method": "the ωB97M-V functional and the def2-TZVPD basis",
  "symbols": ["H", "H", "H", "N", "H", "C", "H", "H", "N", "C", "N", "C", "C", "H", "C", "H", "H", "H", "C", "H", "N", "O", "H", "C", "C", "C", "Eu", "H", "H", "C", "H", "H", "C", "C", "C", "N", "H", "C", "H", "C", "H", "H", "H", "H", "C", "H", "H", "H", "C", "C", "H", "H", "H", "H", "H", "H", "H", "H", "H", "H", "H", "N", "C", "H", "H", "Br", "H", "O", "H", "H", "H", "C", "C", "H", "H", "N", "H", "C", "H", "N", "C", "C", "N", "H", "H", "H", "C", "H", "C", "C", "C", "H", "N", "H"],
  "xyz": [[3.339022, -0.829134, -1.821722], [-3.290102, 2.327136, 5.349312], [3.688002, -0.068385, 0.775737], [2.792381, 0.282830, -3.525569], [4.485795, -3.517253, -0.486312], [1.536095, -2.683859, 0.521207], [0.321499, -2.691292, -2.179162], [-1.412134, 0.400925, 5.221793], [1.859434, 1.399514, -1.578787], [3.110522, 2.285160, 0.400534], [1.471143, -1.458355, 0.995430], [2.706198, -4.959503, 0.679652], [0.625774, -3.526049, -1.552579], [4.713397, -0.288923, -2.904139], [-1.385966, 3.889190, 1.162613], [-1.312874, 3.720256, 0.048152], [1.874267, 3.310148, 2.332306], [0.188230, 0.615272, -5.517058], [0.719904, 1.732063, 3.339867], [3.602246, 2.696039, -1.577158], [0.651177, 1.202537, -3.524420], [-2.325134, 0.670119, 0.156589], [-4.270578, 1.645842, 4.025469], [-5.960824, -1.070927, 0.236926], [0.112515, 0.205200, -4.433544], [-5.556187, -2.142447, -1.928314], [0.219849, 0.446832, 0.009641], [3.557835, -1.607511, -3.437767], [2.525193, -0.469806, -5.599238], [3.677317, -0.684660, -2.869519], [0.765826, -0.644812, -4.418148], [-3.799597, -1.578734, -2.968735], [-4.381349, -1.423249, -2.043532], [4.021065, -2.919796, 0.382555], [-4.709952, -0.519604, 0.209191], [2.700024, -3.464712, 0.620861], [-0.331037, 3.991588, 1.527007], [-2.541168, -0.048544, -0.851231], [0.988385, 0.773661, 3.860684], [-1.555598, 2.014666, 2.692866], [0.415498, 3.081601, -2.701473], [-3.495167, 3.198616, 3.835410], [1.659137, -3.820819, -1.737885], [-1.336028, -0.362183, 3.613240], [-0.932180, -2.891539, 0.257316], [2.215779, 1.259661, -5.250790], [-4.370683, 0.067461, 1.057485], [-5.929352, -2.716170, -2.784373], [2.904744, 0.438275, -5.032474], [2.282779, -0.936037, 2.101028], [1.582716, -0.612884, 2.928016], [-1.424560, -2.265260, -0.549597], [3.826264, 0.376502, 2.572212], [2.978546, -1.652408, 2.567342], [1.853921, -5.234623, 1.272913], [-0.894864, -0.108456, -4.075432], [-4.235096, 3.622505, 2.017716], [-0.003072, -4.424264, -1.758322], [-0.835146, -2.250494, 1.169446], [3.991831, 1.052983, -1.180414], [-3.634454, 2.727275, 0.493170], [-2.269213, 1.524996, 3.731421], [-6.401972, -1.864202, -0.850872], [2.624322, 3.260506, 0.458031], [2.949257, 2.194918, 3.233890], [-8.200681, -2.359219, -0.745905], [3.865459, -1.855728, 0.170062], [-1.555821, -0.226211, -1.636660], [4.181215, 2.356301, 0.732885], [-1.097425, 2.037679, -2.974417], [3.920051, 0.701772, -5.354966], [3.166513, 0.242870, 1.674007], [-3.641721, 2.792609, 1.597360], [2.754445, -5.396144, -0.332763], [-1.743712, 4.911021, 1.304125], [-0.343951, 1.560419, 2.393035], [0.459183, 2.523048, 4.135705], [3.201065, 1.780843, -1.046256], [-1.486472, -3.800806, 0.387732], [-2.194889, 2.976406, 1.978463], [2.018092, 2.219390, 2.623980], [1.793963, 0.997520, -2.842184], [0.436018, -3.158007, -0.163065], [4.706273, -2.972592, 1.228569], [3.590925, -5.318940, 1.200436], [-2.828671, -0.345833, 4.550870], [-3.905228, -0.681380, -0.972514], [-6.706022, -0.742078, 0.985484], [-1.922552, 0.236931, 4.301936], [-3.386723, 2.224246, 4.290746], [-0.092127, 2.403817, -3.363502], [-4.029318, 1.866416, 2.046256], [2.344049, 1.402712, 1.415833], [-0.245540, 2.945555, -4.303711]],
  "atomic_forces_ev_per_a": [[0.3, 0.0, -0.7], [0.0, 0.0, 0.8], [0.4, 0.3, 0.0], [-0.5, 0.8, -0.7], [-0.5, 1.2, 1.1], [1.0, 0.9, 0.6], [0.0, 0.0, -0.4], [0.7, -0.2, 0.8], [1.7, 0.3, -0.9], [0.1, -0.9, 1.2], [0.1, -0.9, 0.3], [-0.2, 1.3, -0.5], [-0.6, -1.4, 0.3], [-0.4, -0.6, 0.2], [0.9, 0.7, -0.2], [-0.5, -0.4, 1.1], [0.1, -1.4, 0.1], [-0.8, -0.8, 1.6], [0.8, 0.1, 1.5], [-0.5, -0.8, 0.2], [0.8, -0.5, -0.6], [-0.5, 0.2, 0.7], [-0.4, 0.1, 0.5], [-1.2, 0.1, -0.6], [-0.1, 0.9, -1.3], [-1.7, 0.5, -0.3], [-1.1, 0.6, 0.6], [0.4, -0.2, 0.2], [0.7, 0.9, 0.7], [-0.5, 0.9, -0.1], [0.1, -0.5, 0.1], [-0.1, 0.4, 0.7], [1.2, -0.7, -0.1], [-0.1, 0.0, -1.2], [0.6, -0.3, -1.3], [-0.6, -1.0, 0.1], [-1.0, -0.7, -0.1], [1.2, 0.7, 0.0], [-0.3, 0.9, 0.1], [0.3, -0.6, 0.1], [0.0, 0.1, 0.5], [0.2, 0.1, 0.3], [0.0, 0.2, 0.0], [0.2, 0.2, -0.1], [0.6, 2.4, -0.6], [0.5, -0.1, -0.3], [0.2, -0.1, -0.4], [0.2, 0.1, 0.5], [-0.9, -0.6, 1.0], [0.0, -0.6, 0.5], [0.8, -0.4, -1.0], [0.3, -0.8, 0.9], [0.2, 0.3, -1.0], [-0.4, -0.3, -0.3], [-0.5, -0.6, -0.2], [0.5, 0.4, -0.6], [0.1, -0.2, -0.6], [0.3, 0.7, -0.2], [-0.6, -0.8, -0.5], [0.0, -0.4, 0.2], [-0.5, 0.1, 0.7], [0.8, -0.2, -0.4], [0.9, 0.6, 0.8], [0.2, -0.1, -0.3], [-0.8, 0.1, 0.3], [-0.3, -0.5, -0.3], [0.5, -0.4, -0.4], [-0.9, -0.9, -1.2], [-0.8, 0.3, 0.0], [0.9, 1.2, -0.2], [-0.2, -0.2, 0.3], [-1.1, -0.8, 1.9], [1.1, 0.4, -0.1], [-0.4, 0.0, 0.4], [-0.5, 0.0, -0.2], [-0.3, 1.0, -1.0], [0.4, -1.2, -0.9], [-0.8, 1.3, -0.3], [-0.3, -0.4, 0.3], [0.0, -0.2, -1.1], [0.2, 0.5, -0.5], [1.1, -0.9, 0.4], [1.1, -0.7, 0.3], [-0.1, -0.2, 0.2], [0.1, 0.3, 0.2], [0.2, 0.4, -0.2], [0.0, 0.5, 1.5], [0.7, -0.6, -0.3], [-1.0, -0.2, -0.1], [-0.6, -0.3, -0.5], [-2.2, -0.4, 0.4], [0.4, 0.4, -0.6], [0.8, 1.9, -2.0], [0.0, -0.3, -0.1]],
  "mulliken_charge": [0.056, 0.388, 0.323, 0.254, 0.331, 0.075, 0.115, 0.391, -0.015, -1.246, 0.036, -0.993, -0.862, 0.234, -0.836, 0.176, 0.395, 0.329, -0.971, 0.312, 0.361, -0.170, 0.423, -0.495, -1.081, -0.644, 0.844, 0.426, 0.316, -0.862, 0.393, 0.375, -0.152, -0.815, -0.475, 0.320, 0.117, -0.027, 0.245, 0.025, 0.323, 0.344, 0.348, 0.132, -0.827, 0.318, 0.040, 0.393, -0.988, -0.987, 0.064, 0.174, 0.250, 0.556, 0.337, 0.174, 0.374, 0.292, 0.170, 0.412, 0.443, 0.339, 0.221, 0.542, 0.318, -0.174, 0.026, -0.496, 0.179, 0.223, 0.369, -0.807, -1.186, 0.328, 0.440, 0.812, 0.440, -0.654, 0.458, 0.215, -1.192, 0.411, 0.302, 0.211, 0.366, 0.393, 0.536, 0.353, -1.073, -1.221, -1.056, 0.254, 0.839, 0.331],
  "s2": 15.76,
  "spin_multiplicity": 8,
  "charge": 1,
  "relative_energy_kcal_mol": 28.0
}